A 11-piece molecular cluster, C4H28NO14 overall in a non-equilibrium geometry. Source: the Open Molecules 2025 dataset; level of theory: wB97M-V/def2-TZVPD.

Summary:
- net charge = -1
- HOMO-LUMO gap (eV) = 9.2
- HOMO level (eV) = -6.5
- multiplicity = 1

Each line ends with the Mulliken charge.
Cartesian coordinates (Å):
O: 2.086061 -1.152930 1.336057  -1.21
C: 1.553685 0.039841 1.704136  0.12
C: 0.149553 0.190355 1.052903  0.76
C: 0.393517 0.688200 -0.363664  -1.56
N: -0.880341 0.987659 1.751424  -0.08
C: -0.716057 2.228152 2.354362  0.58
O: 0.503836 2.486795 2.854215  -0.73
O: -1.638448 2.995726 2.481611  -0.66
H: 2.253736 0.857315 1.437094  0.21
H: -0.278466 -0.819772 0.985754  0.07
H: -0.485044 0.667565 -1.000692  0.32
H: 0.788150 1.696322 -0.395416  0.33
H: 1.163994 0.073878 -0.826248  0.31
H: -1.758060 0.943924 1.241282  0.26
H: 1.300126 -2.066864 0.302676  0.56
H: 1.442882 -3.281940 -0.714891  0.22
O: 0.754477 -2.777033 -0.233088  -0.74
H: -1.009223 -1.665619 -3.261345  0.48
H: -1.846934 -1.386031 -4.572156  0.30
O: -0.958129 -1.303782 -4.191879  -0.78
H: -0.124335 -2.211169 3.508016  0.49
H: -1.045830 -0.970085 3.288392  0.35
O: -0.540738 -1.437368 3.968651  -0.80
H: 1.000314 1.649030 3.133229  0.56
H: 0.853270 -0.437327 3.567454  0.55
O: 1.490655 0.185475 3.138103  -0.74
H: -1.926749 1.873938 -3.501246  0.43
H: -2.484307 2.771992 -2.384830  0.31
O: -2.786952 2.180426 -3.100727  -0.77
H: -4.880748 0.159457 -1.973363  0.27
H: -3.509041 0.745757 -2.382679  0.43
O: -3.937220 0.018045 -1.858280  -0.63
H: 0.523294 -3.466194 1.692000  0.41
H: 1.530248 -2.473418 2.310956  0.41
O: 0.908701 -3.220757 2.546376  -0.87
H: 0.298802 1.479217 -3.533947  0.33
H: -0.568858 0.361975 -4.130798  0.45
O: -0.447471 1.346298 -4.127539  -0.78
H: -2.037458 -1.672657 -1.240812  0.28
H: -0.640276 -2.457999 -1.148888  0.43
O: -1.453671 -2.283130 -1.715246  -0.74
H: 2.560841 3.090823 0.595817  0.28
H: 1.335613 3.239853 1.527561  0.40
O: 1.753904 3.603171 0.715257  -0.72
H: 4.543759 -0.308377 -0.170279  0.27
H: 3.044952 -0.753695 -0.012480  0.34
O: 3.719990 -0.415041 -0.652834  -0.72

Atoms 1-3, force components in eV/Å:
O -0.13 -0.06 -0.34
C 0.06 -0.66 0.55
C 0.13 0.43 -0.38



A 11-piece molecular cluster, C4H28O11 overall in a non-equilibrium geometry. Source: the Open Molecules 2025 dataset; level of theory: wB97M-V/def2-TZVPD.

Summary:
- net charge = 0
- HOMO-LUMO gap (eV) = 10.1
- HOMO level (eV) = -10.0
- multiplicity = 1

Each line ends with the Mulliken charge.
Cartesian coordinates (Å):
C: -0.395648 1.334257 -0.475494  0.16
C: 0.399421 2.323836 -1.260503  1.31
C: -0.381492 3.537815 -1.543311  -1.55
C: 1.093327 1.649996 -2.563252  -1.51
O: -0.262144 0.271049 0.175692  -0.41
H: -1.546503 1.764419 -0.303396  0.00
H: 1.397942 2.429544 -0.766477  -0.22
H: 0.284500 4.118172 -2.129052  0.43
H: -0.892650 4.000797 -0.649772  0.39
H: -1.305350 3.383238 -2.161064  0.34
H: 1.501274 2.348015 -3.230692  0.49
H: 0.480303 0.972426 -3.184069  0.27
H: 1.892868 1.033914 -2.272382  0.33
H: 4.635226 0.535220 0.057167  0.31
H: 4.238055 -0.334188 1.296596  0.31
O: 3.901623 0.004667 0.462070  -0.60
H: 3.352260 2.853813 1.548007  0.30
H: 2.681591 3.779629 0.625424  0.30
O: 3.527817 3.468114 0.915983  -0.61
H: 3.927704 -2.934686 -0.053094  0.33
H: 2.799060 -1.769727 0.290601  0.31
O: 3.264250 -2.505092 0.662383  -0.67
H: -1.139928 -1.083292 -1.789049  0.29
H: -1.740413 -0.378836 -3.001162  0.22
O: -1.200211 -0.229912 -2.239635  -0.45
H: 0.152406 -4.315351 2.217474  0.32
H: -0.937123 -4.072596 1.120085  0.22
O: -0.802517 -4.548279 1.939778  -0.60
H: -2.193529 -1.260541 3.053480  0.25
H: -3.220779 -1.826208 2.114392  0.32
O: -2.557687 -2.034677 2.695564  -0.52
H: 0.656692 -1.338629 -1.155630  0.27
H: 1.075332 -2.869997 -1.478635  0.26
O: 0.340733 -2.251591 -1.309361  -0.58
H: -1.766915 -3.094024 -0.482007  0.29
H: -2.918396 -3.441346 0.547404  0.30
O: -2.720479 -2.934473 -0.299366  -0.58
H: -4.375049 -0.257185 0.374068  0.26
H: -2.788820 0.151107 0.134147  0.34
O: -3.524738 -0.057479 0.743755  -0.60
H: -2.479795 1.027378 3.885512  0.32
H: -0.926562 1.358794 3.370536  0.32
O: -1.525638 1.191911 4.117275  -0.66

Atoms 1-3, force components in eV/Å:
C -4.30 -1.76 3.32
C 2.79 -3.22 -1.10
C -2.38 0.52 0.23



A 10-piece molecular cluster, C4H28O12 overall in a non-equilibrium geometry. Source: the Open Molecules 2025 dataset; level of theory: wB97M-V/def2-TZVPD.

Summary:
- net charge = 0
- HOMO-LUMO gap (eV) = 10.6
- HOMO level (eV) = -10.4
- multiplicity = 1

Each line ends with the Mulliken charge.
Cartesian coordinates (Å):
C: -3.153478 -0.678237 2.275794  -0.45
C: -4.085736 -0.918249 3.453000  -0.26
O: -3.357857 -1.010601 4.703259  -0.50
O: -2.235881 -1.813385 2.060601  -0.65
H: -2.547706 0.240148 2.339158  0.26
H: -3.765089 -0.563596 1.350219  0.35
H: -4.538091 -1.938162 3.215914  0.21
H: -4.808142 -0.146539 3.607817  0.35
H: -2.537962 -1.388774 4.355183  0.30
H: -2.581024 -2.322995 1.333343  0.31
C: 2.085033 0.052275 1.176488  -0.61
C: 0.973737 -0.826098 1.735575  -0.49
O: 0.200980 -1.286397 0.714734  -0.52
O: 1.513932 0.996694 0.208652  -0.42
H: 2.894006 -0.433791 0.614072  0.46
H: 2.428582 0.560057 2.083532  0.29
H: 0.321611 -0.298248 2.468652  0.31
H: 1.428903 -1.699815 2.238262  0.43
H: -0.643817 -1.473368 1.174436  0.37
H: 1.626229 0.502661 -0.613474  0.24
O: -1.424018 0.158052 -1.095968  -0.60
H: -0.877999 0.086068 -0.315617  0.40
H: -1.979063 0.964261 -1.062209  0.23
O: 2.469884 -0.642133 -1.980576  -0.63
H: 2.020509 -1.382406 -2.382589  0.27
H: 2.557197 -0.115381 -2.803548  0.33
O: 2.211969 1.193463 -4.215710  -0.71
H: 2.561459 2.031779 -3.872748  0.40
H: 1.277321 1.259991 -4.105901  0.31
O: 3.566401 3.066020 -2.570735  -0.68
H: 3.270031 3.876297 -2.119566  0.34
H: 3.701116 2.438451 -1.853363  0.31
O: -0.847935 1.746258 1.453790  -0.56
H: 0.037543 1.544612 1.212089  0.29
H: -1.001773 2.715567 1.229646  0.28
O: 2.080321 3.992230 -0.319919  -0.65
H: 1.883884 3.047477 -0.201558  0.43
H: 2.205634 4.402551 0.513274  0.29
O: -0.443004 -1.607764 -3.462899  -0.64
H: -0.964162 -1.346887 -4.211993  0.28
H: -0.881948 -1.111870 -2.707497  0.36
O: -0.596266 -4.140932 -1.819725  -0.61
H: -0.240185 -3.528602 -2.479999  0.31
H: 0.194868 -4.200680 -1.321890  0.29

Atoms 1-3, force components in eV/Å:
C -0.15 0.35 -1.25
C 0.89 -2.02 0.23
O 0.12 -0.10 -1.51



A 9-piece molecular cluster, C4H29N2O8 overall in a non-equilibrium geometry. Source: the Open Molecules 2025 dataset; level of theory: wB97M-V/def2-TZVPD.

Summary:
- net charge = +1
- HOMO-LUMO gap (eV) = 9.6
- HOMO level (eV) = -12.0
- multiplicity = 1

Each line ends with the Mulliken charge.
Cartesian coordinates (Å):
N: -1.114280 0.910245 -0.562572  -0.06
C: -1.867048 0.523667 0.676337  -0.44
C: -1.230095 1.202022 1.909373  -0.69
N: 0.173633 0.967276 1.946510  0.03
C: 1.126183 1.656356 2.922212  -0.48
C: 2.457022 0.939366 2.729915  -0.87
H: -1.504536 0.237734 -1.262162  0.18
H: -0.142712 0.629301 -0.569927  0.29
H: -1.285875 1.824642 -0.991839  0.39
H: -2.902210 0.905806 0.668257  0.45
H: -1.631670 -0.538782 0.778587  0.22
H: -1.764803 0.996869 2.865000  0.43
H: -1.382733 2.333953 1.732896  0.31
H: 0.263474 -0.073693 1.974356  -0.06
H: 0.616780 1.598177 3.865580  0.39
H: 1.165161 2.618106 2.410392  0.36
H: 2.286844 -0.152483 2.832821  0.19
H: 2.884572 1.270255 1.811662  0.21
H: 3.074336 1.142050 3.599054  0.39
H: -1.218229 -0.655303 -3.504580  0.31
H: -2.751888 -0.905778 -3.566851  0.26
O: -1.965182 -1.048809 -3.032279  -0.60
H: 1.720465 3.392069 -2.508090  0.32
H: 2.555544 2.155474 -2.925245  0.32
O: 1.827181 2.442846 -2.361900  -0.68
H: 0.393332 2.988636 0.779746  0.21
H: 1.579864 2.368592 0.012765  0.35
O: 0.822633 2.965434 -0.078519  -0.69
H: -3.127962 -2.914895 -1.321309  0.28
H: -1.679768 -2.067948 -1.403477  0.33
O: -2.181903 -2.866864 -1.199354  -0.61
H: 0.895585 -2.103348 -1.239019  0.30
H: 0.543960 -1.795844 0.177481  0.16
O: 0.587992 -1.367022 -0.690100  -0.54
H: -1.340276 -3.802587 0.772705  0.26
H: 0.193131 -4.400671 0.750006  0.27
O: -0.397902 -3.649694 0.705824  -0.49
H: 1.671263 -2.780566 2.232675  0.29
H: 0.889786 -2.934315 3.608697  0.29
O: 1.130827 -2.338141 2.888432  -0.60
H: 0.753288 1.383544 -3.390749  0.39
H: 0.956121 0.225457 -4.481748  0.31
O: 0.352109 0.877644 -4.118316  -0.66

Atoms 1-3, force components in eV/Å:
N -2.12 -1.44 -1.84
C 1.30 1.06 1.84
C -0.40 2.96 -0.03



A 10-piece molecular cluster, C4H29NO10S2 overall in a non-equilibrium geometry. Source: the Open Molecules 2025 dataset; level of theory: wB97M-V/def2-TZVPD.

Summary:
- net charge = 0
- HOMO-LUMO gap (eV) = 8.8
- HOMO level (eV) = -8.9
- multiplicity = 1

Each line ends with the Mulliken charge.
Cartesian coordinates (Å):
S: -3.801869 0.518760 1.153869  -0.30
S: -3.044030 -0.026907 -0.720763  0.01
C: -1.324952 0.580349 -0.885397  -0.18
C: -1.115672 1.486585 -2.112318  0.70
C: -0.715392 0.629023 -3.365515  -1.01
O: -1.786443 -0.117191 -3.916213  -0.56
N: -0.178201 2.546877 -1.809051  -0.43
C: 1.223366 2.117628 -1.746072  -0.96
H: -3.936949 -0.773466 1.428290  0.19
H: -0.664948 -0.324530 -0.760889  0.15
H: -0.860893 1.083371 -0.020626  -0.14
H: -2.078399 1.980892 -2.425492  0.32
H: -0.483183 1.253336 -4.205916  0.41
H: 0.163146 0.036974 -3.133152  0.35
H: -1.754197 -0.987867 -3.502211  0.34
H: -0.154602 3.272917 -2.526427  0.30
H: 1.685403 1.887938 -2.712422  0.34
H: 1.343629 1.380937 -0.895746  0.14
H: 1.757675 2.977609 -1.265392  0.37
H: -0.290704 -3.023821 -2.511264  0.27
H: 0.958866 -2.712190 -1.772674  0.21
O: 0.275461 -2.271676 -2.300441  -0.49
H: 0.361427 -4.215294 0.350471  0.30
H: 0.979727 -2.977241 1.064165  0.40
O: 0.235742 -3.274504 0.507622  -0.62
H: -1.445235 0.606169 2.439067  0.19
H: 0.071061 1.002959 2.616604  0.28
O: -0.535364 0.294244 2.329693  -0.50
H: -1.999066 3.049638 0.976348  0.29
H: -1.125571 3.242607 -0.317327  0.47
O: -1.516549 3.705642 0.461996  -0.74
H: 2.108570 0.088001 3.606023  0.34
H: 0.885130 -0.719656 3.743881  0.32
O: 1.829844 -0.761129 3.975485  -0.73
H: 1.893322 -0.650597 1.370839  0.17
H: 1.998662 -1.670810 2.639546  0.49
O: 2.061464 -1.560717 1.622474  -0.65
H: 3.215175 -2.825851 -1.089781  0.29
H: 3.098092 -2.875935 0.475725  0.32
O: 2.912265 -3.359789 -0.341850  -0.62
H: -0.858610 -3.044660 2.232952  0.34
H: -0.683702 -1.696746 2.826140  0.34
O: -0.669914 -2.633020 3.078688  -0.67
H: 0.177283 3.470815 2.157950  0.31
H: 1.081700 2.618259 1.195700  0.29
O: 0.707435 2.672068 2.083411  -0.67

Atoms 1-3, force components in eV/Å:
S 0.35 -0.04 -0.63
S 0.18 0.65 -0.13
C 1.22 -0.60 1.15



A 11-piece molecular cluster, C4H29NO11 overall in a non-equilibrium geometry. Source: the Open Molecules 2025 dataset; level of theory: wB97M-V/def2-TZVPD.

Summary:
- net charge = +1
- HOMO-LUMO gap (spin up / spin down) (eV) = 10.1 / 5.1
- expectation value of S² = 0.767
- HOMO level (spin up / spin down) (eV) = -14.0 / -14.0
- multiplicity = 2

Each line ends with the Mulliken spin population.
Cartesian coordinates (Å):
C: 2.424310 -1.067613 0.341393  -0.07
N: 2.160301 -0.545807 1.598320  0.67
C: 0.539625 1.303170 0.825134  0.10
C: 1.776814 0.927448 1.728827  0.02
C: 3.045599 1.722544 1.169253  0.08
O: 2.639201 -0.364655 -0.615021  0.24
H: 2.340923 -2.171031 0.433987  -0.01
H: 1.831406 -1.030553 2.397017  -0.04
H: 0.895654 1.428991 -0.268521  0.00
H: 0.285615 2.350803 1.115885  0.00
H: -0.313945 0.610937 0.994910  0.00
H: 1.700241 1.054890 2.831523  0.00
H: 3.797942 0.963223 1.083295  0.00
H: 3.003274 1.989206 0.129830  0.00
H: 3.238050 2.552793 1.855962  0.01
H: -1.119745 -0.847856 3.091452  0.00
H: -0.854388 -2.214784 2.459768  0.00
O: -0.437477 -1.522023 3.009156  0.01
H: -0.115333 0.411901 -2.102515  0.00
H: -0.034433 1.848240 -2.935028  0.00
O: -0.379478 1.370045 -2.188850  0.00
H: -2.472186 2.126816 0.628270  0.00
H: -3.554341 1.449218 1.508425  0.00
O: -2.800035 1.216614 0.936797  0.00
H: -1.718619 3.893900 -0.840629  0.00
H: -1.087560 2.454805 -1.009093  0.00
O: -1.661857 3.012231 -0.460024  0.00
H: -0.454008 -3.164301 0.801045  0.00
H: 0.686862 -2.893484 -0.235854  0.00
O: 0.481694 -3.383613 0.583994  0.00
H: -1.986817 -2.509705 -1.703903  0.00
H: -2.237858 -1.072524 -1.245633  0.00
O: -1.736601 -1.935682 -0.965041  0.00
H: -2.906821 -2.984407 0.918542  0.00
H: -1.987513 -1.681174 1.085792  0.00
O: -2.295044 -2.497431 1.454709  0.00
H: -2.298329 0.653269 -1.835955  0.00
H: -3.109384 0.608006 -0.637059  0.00
O: -3.134962 0.240569 -1.549411  0.00
H: 2.733523 0.496460 -2.459497  0.00
H: 1.702498 0.159060 -3.483520  0.00
O: 2.489154 0.701715 -3.378760  0.00
H: -0.514072 -1.465566 -1.634236  0.00
H: 1.042639 -1.076153 -1.360734  0.00
O: 0.395483 -1.118491 -2.074001  0.00

Atoms 1-3, force components in eV/Å:
C 0.38 -1.56 0.66
N -1.46 4.78 -0.54
C 0.63 0.72 -0.50



no.,calculated total energy (eV)
1,-34762.7830
2,-27122.0295
3,-29171.9948
4,-23972.2886
5,-48253.5091
6,-28622.1466